Entry from the Open Molecules 2025 dataset: a structure of composition C13H8AsNO11PtS at a distorted geometry (ωB97M-V/def2-TZVPD).

Summary:
Lowest unoccupied orbital energy (spin up / spin down): 4.23 / 4.22 eV
Charge: -2
Multiplicity: 3
Orbital gap (spin up / spin down): 6.97 / 7.30 eV
Molecular weight: 656.3 g mol⁻¹
⟨S²⟩: 2.00

```
36
C13H8AsNO11PtS, DFT ωB97M-V/def2-TZVPD
Pt -0.189 -0.660 -1.361
O -2.396 5.176 -1.023
C -1.906 3.904 -1.124
C -2.326 3.039 -2.124
C -1.784 1.770 -2.178
N -0.864 1.375 -1.302
C -0.456 2.195 -0.334
C -0.963 3.472 -0.203
C 0.664 1.675 0.582
O 0.927 2.357 1.579
O 1.221 0.624 0.167
C -2.222 0.774 -3.267
O -3.045 1.202 -4.087
O -1.695 -0.367 -3.206
H -3.013 5.308 -1.749
H -3.062 3.310 -2.871
H -0.616 4.104 0.602
O 1.698 -4.241 -1.020
As 2.261 -2.563 -0.870
O 3.889 -2.659 -0.949
O 1.586 -1.662 -2.125
C 1.729 -2.046 0.942
C 2.811 -1.663 1.726
C 2.625 -1.201 3.015
C 1.344 -1.127 3.544
C 0.260 -1.523 2.784
C 0.448 -1.977 1.483
S -1.077 -2.352 0.618
O -1.804 -3.261 1.479
O -0.712 -2.957 -0.677
O -1.769 -1.061 0.420
H 0.728 -4.161 -1.054
H 3.794 -1.719 1.273
H 3.473 -0.861 3.597
H 1.192 -0.746 4.547
H -0.751 -1.476 3.167
```

Charges obtained by Mulliken population analysis, quoted in units of e: Pt 1.3327; O -0.5496; C 1.2561; C -0.3822; C -0.1610; N -0.3981; C 0.3040; C -0.5245; C 0.0371; O -0.7737; O -0.6549; C 0.5211; O -0.7876; O -0.6378; H 0.2752; H 0.4347; H 0.5296; O -0.6655; As 1.2222; O -0.8354; O -0.8938; C -0.0593; C -0.4265; C -0.5280; C -0.4173; C -1.0872; C 0.7630; S 1.3999; O -0.7670; O -0.8079; O -0.7099; H 0.4289; H 0.4991; H 0.3333; H 0.3310; H 0.3992